Entry from the OMol25 dataset: a cluster of 12 separate species, C48H132N12O12 in total in a non-equilibrium geometry (wB97M-V/def2-TZVPD).

Last column: Löwdin charge in e.
Positions of all 204 atoms, in Å:
C (9.987, -8.433, 7.167)  -0.090
O (9.615, -7.406, 6.196)  -0.202
C (10.218, -7.492, 4.871)  -0.171
C (10.053, -6.181, 4.069)  -0.432
C (8.567, -5.686, 4.013)  -0.064
N (10.462, -6.290, 2.694)  0.015
H (11.066, -8.473, 7.314)  0.079
H (9.565, -9.398, 6.888)  0.078
H (9.612, -8.344, 8.187)  0.077
H (11.290, -7.661, 4.976)  0.117
H (9.777, -8.326, 4.325)  0.120
H (10.605, -5.348, 4.505)  0.132
H (8.134, -5.291, 4.932)  0.071
H (8.034, -6.608, 3.779)  0.073
H (8.422, -5.000, 3.179)  0.065
H (10.149, -5.448, 2.231)  0.063
H (10.040, -7.051, 2.183)  0.072
C (12.291, -5.107, -5.414)  -0.103
O (10.925, -4.741, -5.182)  -0.204
C (10.749, -3.324, -4.915)  -0.171
C (9.250, -3.232, -4.704)  -0.441
C (8.488, -3.300, -6.036)  -0.070
N (8.732, -2.046, -4.018)  0.017
H (12.530, -4.649, -6.374)  0.079
H (12.526, -6.161, -5.556)  0.084
H (12.982, -4.679, -4.688)  0.081
H (11.207, -3.080, -3.956)  0.118
H (11.211, -2.696, -5.676)  0.129
H (8.866, -4.055, -4.100)  0.132
H (8.745, -4.228, -6.547)  0.073
H (8.801, -2.442, -6.630)  0.076
H (7.399, -3.258, -6.029)  0.071
H (9.242, -1.829, -3.174)  0.061
H (7.768, -2.232, -3.778)  0.069
C (-6.938, -5.829, -1.043)  -0.137
O (-5.718, -6.358, -1.489)  -0.202
C (-5.811, -7.831, -1.625)  -0.173
C (-4.609, -8.449, -2.332)  -0.435
C (-4.620, -9.996, -2.173)  -0.064
N (-3.376, -8.039, -1.712)  0.023
H (-6.986, -5.898, 0.043)  0.085
H (-7.797, -6.322, -1.498)  0.080
H (-6.995, -4.782, -1.343)  0.086
H (-5.834, -8.183, -0.594)  0.124
H (-6.696, -8.132, -2.187)  0.120
H (-4.544, -8.045, -3.343)  0.138
H (-4.725, -10.320, -1.137)  0.077
H (-3.725, -10.519, -2.509)  0.074
H (-5.354, -10.454, -2.836)  0.071
H (-3.461, -7.054, -1.503)  0.064
H (-3.235, -8.534, -0.843)  0.068
C (1.998, 2.381, -5.767)  -0.095
O (0.569, 2.176, -5.741)  -0.199
C (-0.077, 1.616, -6.924)  -0.170
C (-1.455, 1.129, -6.476)  -0.442
C (-1.628, 0.100, -5.348)  -0.066
N (-2.232, 0.642, -7.602)  0.014
H (2.380, 2.366, -4.746)  0.079
H (2.175, 3.348, -6.237)  0.082
H (2.605, 1.610, -6.241)  0.080
H (-0.156, 2.390, -7.686)  0.119
H (0.434, 0.831, -7.482)  0.119
H (-2.001, 1.999, -6.112)  0.132
H (-2.626, -0.332, -5.274)  0.072
H (-1.548, 0.609, -4.388)  0.066
H (-0.816, -0.627, -5.370)  0.078
H (-1.922, -0.281, -7.872)  0.067
H (-3.168, 0.448, -7.278)  0.064
C (0.424, 8.245, -4.076)  -0.095
O (0.603, 9.147, -5.170)  -0.173
C (-0.577, 9.678, -5.726)  -0.191
C (-1.416, 8.642, -6.512)  -0.467
C (-0.849, 8.324, -7.910)  -0.065
N (-2.790, 8.992, -6.735)  0.027
H (0.078, 8.703, -3.149)  0.085
H (1.378, 7.772, -3.842)  0.086
H (-0.220, 7.409, -4.349)  0.074
H (-1.191, 10.077, -4.918)  0.114
H (-0.479, 10.492, -6.444)  0.129
H (-1.420, 7.653, -6.054)  0.115
H (0.132, 7.855, -7.833)  0.079
H (-0.846, 9.159, -8.612)  0.076
H (-1.567, 7.665, -8.398)  0.067
H (-3.195, 9.039, -5.810)  0.068
H (-3.226, 8.160, -7.106)  0.071
C (3.288, 1.493, 7.355)  -0.133
O (2.971, 0.424, 8.207)  -0.190
C (1.608, -0.060, 8.154)  -0.141
C (1.483, -1.229, 9.241)  -0.439
C (2.435, -2.397, 9.040)  -0.075
N (0.128, -1.694, 9.319)  0.017
H (4.258, 1.908, 7.631)  0.084
H (2.518, 2.265, 7.347)  0.084
H (3.541, 1.282, 6.316)  0.078
H (0.816, 0.688, 8.150)  0.118
H (1.521, -0.584, 7.202)  0.112
H (1.748, -0.901, 10.246)  0.129
H (2.106, -3.248, 9.637)  0.069
H (3.427, -2.115, 9.393)  0.077
H (2.408, -2.753, 8.010)  0.079
H (0.076, -2.568, 9.824)  0.065
H (-0.195, -1.952, 8.398)  0.066
C (-5.434, 9.836, -1.325)  -0.092
O (-6.184, 10.631, -2.308)  -0.203
C (-6.267, 12.025, -1.911)  -0.201
C (-7.431, 12.682, -2.649)  -0.419
C (-7.470, 14.224, -2.495)  -0.072
N (-8.738, 12.153, -2.237)  0.036
H (-5.170, 8.827, -1.641)  0.077
H (-5.979, 9.676, -0.394)  0.080
H (-4.467, 10.274, -1.077)  0.077
H (-6.309, 12.119, -0.826)  0.122
H (-5.319, 12.434, -2.259)  0.121
H (-7.299, 12.493, -3.714)  0.137
H (-6.642, 14.716, -3.006)  0.068
H (-7.506, 14.724, -1.528)  0.072
H (-8.330, 14.600, -3.049)  0.072
H (-8.936, 12.379, -1.273)  0.067
H (-8.605, 11.154, -2.170)  0.058
C (0.080, 1.996, 1.394)  -0.116
O (0.388, 0.594, 1.305)  -0.188
C (1.446, 0.365, 0.369)  -0.184
C (1.519, -1.167, 0.011)  -0.464
C (1.846, -2.008, 1.240)  -0.068
N (2.449, -1.453, -1.044)  0.039
H (-0.754, 2.214, 2.062)  0.080
H (-0.244, 2.481, 0.473)  0.080
H (0.865, 2.622, 1.818)  0.081
H (1.099, 0.835, -0.552)  0.113
H (2.402, 0.726, 0.750)  0.128
H (0.476, -1.380, -0.225)  0.129
H (2.927, -1.974, 1.378)  0.081
H (1.662, -3.055, 0.999)  0.067
H (1.176, -1.883, 2.091)  0.077
H (2.430, -2.422, -1.326)  0.077
H (2.061, -0.959, -1.835)  0.068
C (5.431, -12.564, -4.613)  -0.087
O (5.631, -11.252, -4.060)  -0.206
C (4.603, -10.336, -4.356)  -0.217
C (4.913, -8.957, -3.747)  -0.436
C (4.966, -8.891, -2.210)  -0.066
N (3.928, -7.952, -4.109)  0.024
H (5.272, -12.409, -5.680)  0.082
H (4.621, -13.134, -4.156)  0.083
H (6.387, -13.047, -4.414)  0.088
H (4.651, -10.133, -5.426)  0.120
H (3.660, -10.713, -3.960)  0.129
H (5.895, -8.616, -4.072)  0.137
H (5.502, -7.964, -2.005)  0.074
H (5.533, -9.717, -1.782)  0.072
H (4.019, -8.858, -1.671)  0.073
H (3.047, -8.269, -3.730)  0.066
H (3.691, -7.862, -5.087)  0.066
C (-2.740, -3.844, 4.439)  -0.095
O (-2.361, -5.160, 4.886)  -0.195
C (-2.774, -6.195, 4.014)  -0.184
C (-2.198, -7.555, 4.559)  -0.445
C (-0.714, -7.599, 4.617)  -0.090
N (-2.455, -8.638, 3.657)  0.008
H (-2.042, -3.059, 4.730)  0.080
H (-3.639, -3.563, 4.988)  0.078
H (-2.990, -3.692, 3.389)  0.084
H (-3.863, -6.198, 3.979)  0.118
H (-2.440, -5.954, 3.005)  0.124
H (-2.634, -7.818, 5.523)  0.138
H (-0.329, -8.394, 5.256)  0.078
H (-0.342, -6.673, 5.056)  0.073
H (-0.203, -7.733, 3.664)  0.085
H (-2.343, -9.506, 4.160)  0.077
H (-3.458, -8.647, 3.530)  0.066
C (-0.241, 10.417, 4.516)  -0.107
O (-1.157, 10.222, 5.610)  -0.188
C (-2.436, 9.887, 5.147)  -0.201
C (-3.516, 9.962, 6.316)  -0.416
C (-3.132, 9.269, 7.603)  -0.079
N (-4.789, 9.405, 5.861)  0.012
H (0.062, 9.501, 4.008)  0.086
H (0.666, 10.781, 4.998)  0.081
H (-0.382, 11.249, 3.826)  0.085
H (-2.699, 10.520, 4.300)  0.118
H (-2.402, 8.831, 4.879)  0.118
H (-3.689, 11.019, 6.519)  0.132
H (-2.747, 8.269, 7.401)  0.080
H (-3.981, 9.303, 8.286)  0.079
H (-2.249, 9.717, 8.058)  0.072
H (-5.620, 9.656, 6.377)  0.065
H (-4.826, 8.405, 5.996)  0.062
C (-7.432, 3.037, 0.088)  -0.093
O (-8.261, 4.058, 0.643)  -0.194
C (-9.563, 3.644, 0.876)  -0.215
C (-10.380, 4.850, 1.456)  -0.454
C (-11.806, 4.562, 1.659)  -0.086
N (-10.322, 6.038, 0.592)  0.029
H (-7.163, 2.355, 0.894)  0.083
H (-6.456, 3.412, -0.220)  0.085
H (-7.905, 2.509, -0.740)  0.087
H (-10.022, 3.280, -0.043)  0.125
H (-9.549, 2.853, 1.626)  0.125
H (-9.870, 5.161, 2.369)  0.132
H (-12.381, 5.447, 1.931)  0.081
H (-11.851, 3.909, 2.531)  0.081
H (-12.220, 4.078, 0.775)  0.087
H (-9.353, 6.267, 0.424)  0.060
H (-10.683, 6.813, 1.128)  0.065

Atoms 1-3, force components in eV/Å:
0.1 0.0 -1.1
0.2 -0.1 0.5
0.2 0.4 0.9

Summary:
frontier orbital gap	9.276	eV
electronic energy	-3467.4969	Ha
strongest force on any atom	2.73	eV/Å
SMILES	COC[C@H](C)N.COC[C@H](C)N.COC[C@H](C)N.COC[C@H](C)N.COC[C@H](C)N.COC[C@H](C)N.COC[C@H](C)N.COC[C@H](C)N.COC[C@H](C)N.COC[C@H](C)N.COC[C@H](C)N.COC[C@H](C)N
HOMO	-0.3312	hartree